Record 1
Below is a cluster of 7 separate species, C29H35N7 in total at a distorted geometry, with properties calculated with ωB97M-V/def2-TZVPD.

Geometry as XYZ:
```
71
Properties=species:S:1:pos:R:3
N 0.3963 -4.6716 -0.4139
C -0.7653 -5.2838 -0.6094
C -1.3874 -5.4463 0.6154
C -0.4341 -5.0334 1.6036
C 0.6814 -4.6416 0.9110
H 0.9860 -4.3550 -1.1704
H -1.2601 -5.3417 -1.5677
H -2.4191 -5.7419 0.7360
H -0.7119 -5.0312 2.6472
H 1.6874 -4.3371 1.1596
N 2.1234 -2.3328 -1.6908
C 1.0289 -2.2259 -2.4891
C 1.2012 -3.2808 -3.4351
C 2.2892 -4.0359 -3.0897
C 2.8318 -3.4714 -1.9586
H 2.4575 -1.7839 -0.9115
H 0.3177 -1.4223 -2.3678
H 0.4459 -3.5533 -4.1574
H 2.6966 -4.9238 -3.5501
H 3.6886 -3.8407 -1.4147
N -3.4642 2.1758 -1.3887
C -4.2068 2.3891 -2.5425
C -5.5659 2.4961 -2.1077
C -5.5932 2.2406 -0.7583
C -4.3100 2.0869 -0.2656
H -2.4591 2.0861 -1.4301
H -3.7445 2.5208 -3.5096
H -6.4543 2.6855 -2.6920
H -6.4683 2.0997 -0.1413
H -3.9314 1.9421 0.7355
N -0.3087 3.9944 -2.3943
C -0.0110 2.8533 -1.7543
C 0.1171 1.7998 -2.6449
C -0.1045 2.3269 -3.8493
C -0.4005 3.6669 -3.6955
H -0.4786 4.9310 -2.0567
H 0.0598 2.8475 -0.6766
H 0.3437 0.7814 -2.3658
H -0.1879 1.7912 -4.7833
H -0.8056 4.3590 -4.4189
N -1.0957 -1.8557 0.8262
C -0.4736 -0.6321 0.6511
C -1.3200 0.2955 1.1723
C -2.4192 -0.3406 1.5958
C -2.3448 -1.7379 1.3489
H -0.6333 -2.7400 0.6706
H 0.5713 -0.7128 0.3901
H -1.1852 1.3646 1.2448
H -3.2848 0.0968 2.0709
H -2.9723 -2.5884 1.5712
N -0.0390 4.0530 3.3736
C 0.5675 5.2136 3.7147
C 1.7704 5.1770 3.0073
C 1.9314 4.0015 2.3568
C 0.7914 3.2943 2.5388
H -0.9576 3.8252 3.7262
H 0.0775 5.8977 4.3917
H 2.5067 5.9657 3.0536
H 2.7265 3.5962 1.7485
H 0.4391 2.2968 2.3213
N 3.1576 -0.7230 0.3926
C 3.1739 0.5121 0.9658
C 3.3932 0.7382 2.3261
C 3.5274 -0.3564 3.1487
C 3.5735 -1.6634 2.6286
C 3.4120 -1.7741 1.2394
H 2.9707 1.3373 0.2994
H 3.4375 1.7265 2.7593
H 3.6640 -0.2934 4.2182
H 3.7939 -2.5054 3.2680
H 3.3598 -2.7885 0.8725
```

Computed properties:
- SMILES = c1cc[nH]c1.c1cc[nH]c1.c1cc[nH]c1.c1cc[nH]c1.c1cc[nH]c1.c1cc[nH]c1.c1ccncc1
- energy above the lowest of the compared OMol25 structures with the same formula, charge and spin (eV) = 0.0000
- F_max (eV Å⁻¹) = 5.269
- orbital gap (Eh) = 0.2916
- E_LUMO (eV) = 0.269
- M (g mol⁻¹) = 481.6
- E (Eh) = -1509.23077

=====

Record 2
Below is a structure of composition C29H35N7O2SSiSn at a distorted geometry, with properties calculated with ωB97M-V/def2-TZVPD.

Geometry as XYZ:
```
76
Properties=species:S:1:pos:R:3
Sn 2.9207 -13.2876 11.9036
C -2.0412 -12.2806 13.1410
C -0.6853 -12.9087 13.0769
N 0.3828 -12.2865 12.5901
N 0.1169 -11.0525 12.1564
C 1.2303 -10.2396 11.9818
N 0.9333 -8.9716 11.7043
S 2.9029 -10.6161 12.0204
C -0.5201 -14.2868 13.5602
C -1.3132 -14.8425 14.6271
C -1.2592 -16.2039 14.8655
C -0.5116 -16.9922 14.0060
C 0.2669 -16.3929 13.0282
N 0.3272 -15.0706 12.8579
H -2.3162 -11.9688 12.1092
H -2.0164 -11.3797 13.7611
H -2.7625 -12.9685 13.5734
H -0.0177 -8.6106 11.6524
H 1.7041 -8.3128 11.7166
H -1.7884 -14.1434 15.3104
H -1.7360 -16.6193 15.7401
H -0.4506 -18.0669 14.1631
H 0.8195 -16.9825 12.2889
O 5.0626 -14.7739 18.6429
C 4.0228 -13.8062 18.5521
C 3.6669 -13.7249 17.0647
C 3.1042 -12.5203 16.5648
C 3.0310 -12.4536 15.1828
N 3.3876 -13.4004 14.3075
C 3.8355 -14.5658 14.7881
C 3.9542 -14.7788 16.2189
C 4.2269 -15.6110 13.8877
C 4.8892 -16.7826 14.3696
C 5.1681 -17.8293 13.5020
C 5.7197 -19.1298 14.1335
O 5.5899 -19.1064 15.5184
C 4.7855 -17.7281 12.1674
C 4.1546 -16.5579 11.7781
N 3.9051 -15.5027 12.5588
H 5.3796 -14.7719 19.5700
H 4.3240 -12.7794 18.8509
H 3.1337 -14.0888 19.1193
H 2.8384 -11.7000 17.2378
H 2.7188 -11.5297 14.7201
H 4.3033 -15.7271 16.5879
H 5.1555 -16.7897 15.4528
H 6.7836 -19.2160 13.8669
H 5.2300 -19.9941 13.6530
H 5.0144 -19.8200 15.8616
H 5.0384 -18.4656 11.4002
H 3.8424 -16.4067 10.7422
C 3.4245 -11.8428 8.7264
Si 5.0730 -12.4032 9.4575
C 6.3062 -10.9555 9.2327
C 5.5635 -14.0806 8.6040
N 4.9500 -12.7030 11.2129
C 6.0840 -12.7223 12.0222
C 7.2579 -13.4976 11.6477
C 8.3367 -13.6343 12.5080
C 8.3389 -12.9386 13.7140
C 7.2214 -12.1593 14.0638
C 6.1158 -12.0180 13.2550
H 3.4608 -11.9537 7.6019
H 3.1826 -10.7984 9.0554
H 2.5460 -12.4376 9.0587
H 6.1676 -10.4467 8.2576
H 7.3882 -11.2524 9.3122
H 6.0687 -10.2310 10.0359
H 4.6370 -14.5282 8.1540
H 6.0035 -14.7248 9.3902
H 6.3036 -13.9102 7.7734
H 7.2560 -14.0519 10.7042
H 9.2323 -14.2902 12.2933
H 9.2130 -12.8984 14.3403
H 7.2507 -11.7086 15.0803
H 5.2802 -11.3791 13.5670
```

Computed properties:
- F_max (eV Å⁻¹) = 3.525
- orbital gap (Eh) = 0.2021
- E_LUMO (eV) = -0.718
- M (g mol⁻¹) = 692.5
- E (Eh) = -2561.84082

=====

Record 3
Below is a structure of composition C29H36AsAuI2N4S at a distorted geometry, with properties calculated with ωB97M-V/def2-TZVPD.

Geometry as XYZ:
```
74
Properties=species:S:1:pos:R:3
Au -2.2006 -0.0439 -0.0956
I -2.4568 0.6141 3.5033
C -2.6779 2.7286 3.1896
I -2.7433 3.3336 1.1258
H -1.8245 3.2163 3.6502
H -3.6082 3.0389 3.6562
C 2.8081 -0.2734 5.9150
C 2.2979 -0.4256 4.5286
C 1.8258 0.6659 3.8087
C 1.3328 0.5451 2.5193
C 0.8586 1.7817 1.8246
C 1.3581 -0.7210 1.9009
As 0.6537 -1.1452 0.1230
N -0.2743 0.2558 -0.5348
C 0.1106 1.2400 -1.3669
C 1.4720 1.6097 -1.4875
C 1.8451 2.6531 -2.2971
C 0.8925 3.3539 -3.0356
C -0.4556 3.0123 -2.9267
C -0.8468 1.9821 -2.1075
C 2.1153 -1.4622 -1.2193
C 3.4821 -1.2606 -1.0126
C 4.1329 -0.8398 0.2690
C 4.3289 -1.4366 -2.1072
C 3.8725 -1.8400 -3.3494
C 4.8069 -2.0336 -4.4945
C 2.5109 -2.0891 -3.5010
C 1.6285 -1.9419 -2.4451
C 0.1809 -2.2833 -2.6414
C 1.8218 -1.8463 2.6160
C 1.8842 -3.2305 2.0400
C 2.2841 -1.6749 3.9104
H 2.6615 0.7368 6.2841
H 3.8724 -0.5050 5.9415
H 2.3105 -0.9706 6.5851
H 1.8431 1.6447 4.2707
H 0.7963 2.6151 2.5185
H -0.1202 1.6321 1.3660
H 1.5537 2.0780 1.0386
H 2.2095 1.0808 -0.8955
H 2.8830 2.9410 -2.3537
H 1.1924 4.1618 -3.6835
H -1.1970 3.5606 -3.4853
H -1.8899 1.7149 -2.0164
H 3.4196 -0.4825 1.0103
H 4.8606 -0.0511 0.0788
H 4.6780 -1.6803 0.7017
H 5.3833 -1.2550 -1.9582
H 5.8362 -1.8449 -4.2047
H 4.5420 -1.3566 -5.3063
H 4.7306 -3.0477 -4.8830
H 2.1384 -2.4204 -4.4583
H 0.0307 -2.7804 -3.5970
H -0.4384 -1.3818 -2.6292
H -0.1691 -2.9593 -1.8522
H 1.4399 -3.2997 1.0402
H 1.3666 -3.9312 2.6945
H 2.9222 -3.5587 1.9785
H 2.6305 -2.5385 4.4572
C -7.1288 1.7664 -2.4903
C -6.9929 1.9106 -0.9702
C -6.0826 0.8897 -0.4056
N -4.8086 0.8989 -0.4646
N -4.2084 -0.1615 0.1158
C -5.0581 -1.0225 0.6464
N -4.7038 -2.1438 1.2727
S -6.7083 -0.5395 0.4366
H -7.8269 2.5125 -2.8580
H -7.5126 0.7847 -2.7545
H -6.1679 1.9093 -2.9780
H -7.9783 1.8105 -0.5131
H -6.5949 2.8995 -0.7406
H -3.7311 -2.3794 1.3844
H -5.3959 -2.7202 1.7203
```

Computed properties:
- F_max (eV Å⁻¹) = 2.219
- charge = +2
- orbital gap (Eh) = 0.1630
- E_LUMO (eV) = -9.034
- M (g mol⁻¹) = 998.4
- E (Eh) = -4710.13656

=====

Record 4
Below is a structure of composition C29H36AuN8 at a distorted geometry, with properties calculated with ωB97M-V/def2-TZVPD.

Geometry as XYZ:
```
74
Properties=species:S:1:pos:R:3
Au -0.2113 0.2204 0.5419
N -1.1697 -2.1181 2.6816
N -0.1333 -2.1266 -0.7646
C 1.4175 1.8197 0.1179
C 2.3283 0.7530 0.4596
C 2.1026 0.3820 1.8325
C 2.6705 -0.8074 2.5157
H 3.1827 -1.5133 1.8356
H 1.9252 -1.4084 3.0715
H 3.3880 -0.4628 3.2770
C 1.1246 1.2664 2.3598
C 0.5429 1.2422 3.6976
H 1.0343 1.8372 4.4705
H 0.6803 0.2316 4.0917
H -0.5265 1.5385 3.6901
C 0.6141 2.1107 1.2806
C -0.4308 3.1635 1.4231
H -1.2603 2.8775 2.0977
H -0.8951 3.4129 0.4532
H 0.0035 4.0925 1.8280
C 3.2309 0.0460 -0.4715
H 4.2375 -0.0230 -0.0263
H 3.3194 0.5880 -1.4254
H 2.9316 -0.9919 -0.7270
C 1.3383 2.5629 -1.1565
H 0.3035 2.7159 -1.4902
H 1.8557 2.0158 -1.9476
H 1.8201 3.5453 -1.0421
C -2.0933 -2.4659 3.6049
H -2.2723 -1.7263 4.3815
C -2.6867 -3.6870 3.5056
H -3.3916 -3.9372 4.2911
C -2.3528 -4.4468 2.3840
H -2.8348 -5.4040 2.2486
C -1.4551 -4.0620 1.3799
H -1.1362 -4.6318 0.4841
C -0.8167 -2.8443 1.5236
C 0.1389 -2.2331 0.6309
H 1.2156 -2.3233 0.8779
C -0.2102 -0.8522 -1.1909
C -0.4051 -3.0421 -1.8227
H -0.4845 -4.1113 -1.6019
C -0.5205 -2.2866 -2.9295
H -0.7061 -2.5397 -3.9681
N -0.3662 -0.9226 -2.5266
C -0.2869 0.2314 -3.3964
C 0.9366 0.5658 -4.0144
C 0.9868 1.6920 -4.8561
H 1.9301 1.9348 -5.3524
C -0.1443 2.4849 -5.0703
C -0.0883 3.6714 -5.9915
H -0.1246 4.6164 -5.4297
H -0.9422 3.6681 -6.6818
H 0.8376 3.6606 -6.5779
C -1.3334 2.1658 -4.4057
H -2.2254 2.7802 -4.5603
C -1.4132 1.0577 -3.5455
C -2.6865 0.7259 -2.8253
H -3.1275 -0.2253 -3.1629
H -3.4237 1.5096 -3.0319
H -2.5433 0.6817 -1.7349
C 2.1627 -0.2715 -3.7967
H 2.3057 -1.0049 -4.6054
H 2.1319 -0.8235 -2.8490
H 3.0559 0.3698 -3.7873
N -2.4705 0.5371 5.2921
N -1.8199 -0.3320 4.5255
N -0.2943 -1.2367 5.5557
C 0.3384 -1.8106 4.7216
N -0.6809 -0.8448 2.7534
N -1.5619 0.0125 3.2845
H -3.1591 1.0720 4.7724
H -2.4808 0.3553 6.2933
H 1.0744 -2.6982 4.5299
```

Computed properties:
- 2S+1 = 3
- energy above the lowest of the compared OMol25 structures with the same formula, charge and spin (eV) = 0.0000
- F_max (eV Å⁻¹) = 4.257
- charge = -1
- orbital gap (spin up / spin down) (Eh) = 0.1162 / 0.1759
- E_LUMO (spin up / spin down) (eV) = 2.429 / 2.427
- M (g mol⁻¹) = 693.6
- ⟨S²⟩ = 2.033
- E (Eh) = -1699.93299

=====

Record 5
Below is a cluster of 4 separate species, C29H36BClF2NO7 in total at a distorted geometry, with properties calculated with ωB97M-V/def2-TZVPD.

Geometry as XYZ:
```
77
Properties=species:S:1:pos:R:3
C 9.0173 3.0802 0.6785
C 7.9128 3.0020 -0.3619
O 7.4727 1.6587 -0.4582
C 6.2382 1.5089 -1.1409
C 5.0497 1.5864 -0.1872
O 4.0328 0.7573 -0.6889
C 2.9179 0.6689 0.1930
C 1.7022 0.1636 -0.5819
O 0.5077 0.6006 -0.0097
C -0.0461 -0.2745 0.9878
B -1.6110 -0.0789 1.2465
O -2.4600 -0.5975 0.0803
C -3.6145 0.0516 0.1385
Cl -4.8723 -0.7606 1.2625
C -3.3002 1.4473 0.7327
N -3.1477 2.4187 -0.4323
C -2.6149 3.6519 -0.0136
O -2.6832 4.1431 1.0484
F -1.9738 4.2472 -1.0194
C -4.2343 2.5952 -1.2928
O -4.2470 3.0904 -2.3655
F -5.3842 2.1287 -0.7354
O -2.0795 1.3445 1.3156
H 8.6165 3.2532 1.6782
H 9.5596 2.1323 0.6914
H 9.7261 3.8756 0.4432
H 8.2813 3.3378 -1.3418
H 7.0707 3.6502 -0.0881
H 6.1629 2.2766 -1.9213
H 6.2452 0.5320 -1.6267
H 4.6750 2.6170 -0.0989
H 5.3825 1.2614 0.8093
H 3.1810 -0.0090 1.0160
H 2.6794 1.6543 0.6128
H 1.7734 0.5552 -1.6021
H 1.7337 -0.9334 -0.6453
H 0.5098 -0.1525 1.9311
H 0.1012 -1.3185 0.6641
H -1.9092 -0.7164 2.2635
H -4.1210 0.0466 -0.8254
H -4.0622 1.8266 1.4177
C -7.0810 -1.6284 -1.5172
C -5.9728 -2.4386 -1.7237
C -6.0240 -3.4531 -2.6700
C -7.1823 -3.6600 -3.4074
C -8.2904 -2.8496 -3.2009
C -8.2383 -1.8332 -2.2562
H -7.0311 -0.8377 -0.7785
H -5.0725 -2.2739 -1.1458
H -5.1585 -4.0833 -2.8310
H -7.2210 -4.4520 -4.1454
H -9.1931 -3.0081 -3.7780
H -9.1019 -1.1985 -2.0977
C 10.4529 -1.1559 0.4724
C 10.0908 -0.6336 -0.7620
C 10.7480 -1.0578 -1.9093
C 11.7624 -2.0018 -1.8235
C 12.1227 -2.5228 -0.5883
C 11.4681 -2.0989 0.5601
H 9.9383 -0.8277 1.3668
H 9.2922 0.0959 -0.8258
H 10.4671 -0.6514 -2.8728
H 12.2716 -2.3332 -2.7199
H 12.9121 -3.2609 -0.5209
H 11.7480 -2.5055 1.5238
C -9.7833 -0.7272 4.3698
C -10.9192 -0.7542 3.5719
C -10.7937 -0.8308 2.1915
C -9.5336 -0.8820 1.6109
C -8.3968 -0.8548 2.4073
C -8.5239 -0.7773 3.7875
H -9.8798 -0.6662 5.4468
H -11.9019 -0.7160 4.0258
H -11.6788 -0.8511 1.5677
H -9.4345 -0.9480 0.5344
H -7.4137 -0.8925 1.9568
H -7.6363 -0.7527 4.4068
```

Computed properties:
- F_max (eV Å⁻¹) = 1.082
- charge = -1
- orbital gap (Eh) = 0.2898
- E_LUMO (eV) = 2.193
- M (g mol⁻¹) = 594.9
- E (Eh) = -2392.97224

=====

Record 6
Below is a structure of composition C29H36CrN15O3Si2 at a distorted geometry, with properties calculated with ωB97M-V/def2-TZVPD.

Geometry as XYZ:
```
86
Properties=species:S:1:pos:R:3
Cr 13.3492 11.5526 8.4840
O 10.6377 8.3738 11.4265
C 10.8358 9.6144 11.1793
O 11.5318 10.3893 11.8452
C 10.1038 10.2168 9.9357
C 8.8411 9.6186 9.6991
C 7.9595 10.1795 8.8429
C 8.3979 11.2456 8.0100
C 7.5996 11.7860 7.0051
C 8.0291 12.8531 6.2811
C 9.2909 13.4166 6.5517
C 10.0858 12.9112 7.5476
C 9.6851 11.7567 8.3088
N 10.5304 11.2594 9.2308
H 8.5777 8.7575 10.3187
H 6.9317 9.8408 8.7064
H 6.6084 11.3604 6.8444
H 7.3214 13.2562 5.5568
H 9.7440 14.1527 5.9300
H 11.1250 13.2511 7.6922
C 16.1295 10.1638 5.2487
Si 15.9377 9.7710 7.0914
C 14.9510 8.1610 7.0319
C 17.6659 9.4171 7.7683
N 15.2510 11.0324 8.0390
C 15.9995 12.0750 8.6026
C 17.1708 12.5781 8.0574
C 17.8541 13.6018 8.6924
C 17.5068 13.9902 9.9589
C 16.4032 13.4304 10.5513
C 15.5603 12.6268 9.8096
N 14.2497 12.3533 10.2596
Si 13.6693 13.4667 11.4592
C 11.7985 13.6539 11.3730
C 14.2375 12.8666 13.1868
C 14.3811 15.2800 11.4555
H 17.0800 9.8716 4.7892
H 15.9311 11.2135 4.9897
H 15.3823 9.5651 4.7419
H 15.4310 7.5481 6.2337
H 13.9474 8.4638 6.6561
H 14.8481 7.5030 7.8996
H 17.9953 10.1433 8.5383
H 18.4219 9.3105 7.0170
H 17.5542 8.4129 8.2206
H 17.4625 12.1821 7.0682
H 18.6952 14.0874 8.1948
H 18.0942 14.7527 10.4972
H 16.2163 13.6822 11.5842
H 11.2973 12.7945 11.7881
H 11.4936 13.7652 10.3568
H 11.5317 14.5831 11.9519
H 13.7214 11.9684 13.5237
H 13.9363 13.6876 13.8597
H 15.3029 12.7065 13.3189
H 13.5035 16.0105 11.5761
H 14.9467 15.5562 10.5565
H 15.0803 15.3941 12.2797
N 13.7139 12.9907 5.4053
C 13.7122 13.8092 6.5379
N 13.9484 15.0990 6.4667
N 13.8156 15.5378 7.7476
N 13.5107 14.5718 8.5268
N 13.4258 13.4197 7.7749
C 13.1043 11.7645 5.3695
N 12.7037 11.1779 4.2738
N 12.1450 10.0634 4.7347
N 12.1521 9.9789 6.0227
N 12.7914 11.0593 6.5041
H 13.7062 13.4401 4.5343
C 10.9387 6.2786 9.4820
N 12.1776 7.0500 9.4354
C 13.0812 6.7130 10.4062
C 14.0052 7.5838 10.8237
C 13.8733 8.9095 10.3546
N 13.0633 9.3037 9.3767
C 12.0610 8.3889 8.9325
O 11.1689 8.6018 8.1406
N 14.7002 9.7927 10.9387
H 11.0909 5.3617 10.0466
H 10.6141 6.0556 8.4719
H 10.1576 6.8607 9.9638
H 12.9146 5.7635 10.8738
H 14.7402 7.4093 11.6362
H 15.2394 9.4505 11.6978
H 14.4314 10.8097 10.8960
```

Computed properties:
- 2S+1 = 4
- F_max (eV Å⁻¹) = 2.165
- charge = -2
- orbital gap (spin up / spin down) (Eh) = 0.2360 / 0.2410
- E_LUMO (spin up / spin down) (eV) = 4.585 / 4.584
- M (g mol⁻¹) = 750.9
- ⟨S²⟩ = 3.798
- E (Eh) = -3797.46065